# 1
Formula: C43H35BrGeIN3O7PbS
Source: the OMol25 dataset
Level of theory: ωB97M-V with the def2-TZVPD basis set

Lowest unoccupied orbital energy (alpha / beta) (eV): 3.54 / 3.54
Total charge: -2
HOMO-LUMO gap (alpha / beta) (eV): 6.121 / 4.794

CARTESIAN COORDINATES (ANGSTROEM)
1 Pb 0.099 2.513 -0.274
2 O -1.565 4.447 -4.016
3 C -1.070 3.619 -3.042
4 O -0.416 4.132 -2.104
5 C -1.334 2.243 -3.184
6 C -2.069 1.676 -4.256
7 C -2.277 0.326 -4.276
8 C -1.764 -0.482 -3.238
9 C -1.051 0.133 -2.221
10 N -0.830 1.442 -2.186
11 C -0.438 -0.666 -1.113
12 O -1.159 -1.869 -0.974
13 O -0.192 -0.007 0.099
14 H -1.302 5.331 -3.736
15 H -2.453 2.325 -5.031
16 H -2.840 -0.127 -5.084
17 H -1.932 -1.548 -3.204
18 H -0.927 -2.232 -0.110
19 O 4.916 3.650 4.085
20 C 4.419 3.675 2.849
21 C 4.745 2.733 1.869
22 C 4.178 2.864 0.622
23 N 3.334 3.841 0.279
24 C 3.038 4.699 1.222
25 Br 1.748 6.038 0.753
26 C 3.533 4.697 2.508
27 H 5.186 2.735 4.334
28 H 5.388 1.896 2.108
29 H 4.388 2.135 -0.157
30 H 3.222 5.424 3.244
31 N 2.448 0.417 2.301
32 C 2.030 1.436 3.103
33 O 1.239 2.292 2.717
34 C 2.479 1.377 4.481
35 I 6.034 0.482 5.197
36 H 2.245 0.507 1.307
37 H 3.307 -0.051 2.543
38 H 2.865 0.463 4.905
39 H 2.376 2.259 5.093
40 C 0.988 -0.515 -0.815
41 Ge 1.814 -2.203 -0.236
42 C 2.046 -3.301 -1.861
43 C 2.803 -4.471 -1.818
44 C 2.976 -5.257 -2.949
45 C 2.396 -4.874 -4.151
46 C 1.648 -3.707 -4.212
47 C 1.474 -2.930 -3.075
48 C 0.862 -3.331 1.097
49 C 0.659 -2.856 2.395
50 C -0.055 -3.601 3.322
51 C -0.586 -4.835 2.967
52 C -0.402 -5.315 1.678
53 C 0.314 -4.566 0.755
54 C 3.611 -1.867 0.458
55 C 4.392 -0.912 -0.188
56 C 5.633 -0.546 0.320
57 C 6.099 -1.119 1.493
58 C 5.339 -2.087 2.135
59 C 4.112 -2.467 1.611
60 H 3.270 -4.771 -0.883
61 H 3.566 -6.166 -2.895
62 H 2.530 -5.482 -5.039
63 H 1.195 -3.399 -5.148
64 H 0.885 -2.022 -3.135
65 H 1.058 -1.885 2.676
66 H -0.205 -3.214 4.323
67 H -1.147 -5.416 3.690
68 H -0.819 -6.273 1.389
69 H 0.448 -4.946 -0.254
70 H 4.001 -0.420 -1.074
71 H 6.219 0.217 -0.182
72 H 7.032 -0.791 1.933
73 H 5.687 -2.507 3.071
74 H 3.508 -3.200 2.138
75 C -8.892 0.106 0.147
76 C -9.889 1.032 -0.496
77 O -11.065 0.783 -0.561
78 S -9.328 2.576 -1.187
79 C -7.579 2.628 -0.854
80 C -6.669 2.195 -1.815
81 C -5.313 2.220 -1.552
82 C -4.829 2.687 -0.319
83 C -5.757 3.136 0.631
84 C -7.114 3.111 0.365
85 C -3.433 2.703 -0.065
86 C -2.232 2.731 0.145
87 H -9.252 -0.913 0.016
88 H -8.861 0.324 1.217
89 H -7.889 0.218 -0.247
90 H -7.033 1.829 -2.768
91 H -4.600 1.879 -2.293
92 H -5.392 3.504 1.581
93 H -7.823 3.461 1.106



# 2
Formula: C43H36BaN7O3S
Source: the OMol25 dataset
Level of theory: ωB97M-V with the def2-TZVPD basis set

Lowest unoccupied orbital energy (eV): 1.87
Total charge: -1
HOMO-LUMO gap (eV): 5.547

CARTESIAN COORDINATES (ANGSTROEM)
1 Ba -0.068 -0.371 0.243
2 C 2.676 -2.895 4.395
3 O 1.457 -2.239 4.791
4 C 0.821 -1.910 3.639
5 N 1.351 -2.231 2.532
6 C 2.589 -2.969 2.854
7 C 3.848 -2.445 2.210
8 C 4.228 -1.120 2.393
9 C 5.443 -0.675 1.900
10 C 6.275 -1.543 1.206
11 C 5.892 -2.857 1.004
12 C 4.680 -3.307 1.510
13 C -0.485 -1.264 3.839
14 C -0.860 -0.738 5.071
15 C -2.125 -0.187 5.185
16 C -2.980 -0.192 4.097
17 C -2.516 -0.749 2.909
18 N -1.305 -1.271 2.797
19 C -3.358 -0.800 1.699
20 N -2.975 -1.131 0.539
21 C -4.158 -1.051 -0.340
22 C -5.283 -0.555 0.600
23 O -4.649 -0.460 1.901
24 C -3.940 -0.132 -1.516
25 C -3.306 1.092 -1.343
26 C -3.134 1.946 -2.421
27 C -3.597 1.584 -3.677
28 C -4.222 0.358 -3.856
29 C -4.392 -0.498 -2.779
30 H 2.704 -3.869 4.881
31 H 3.513 -2.286 4.730
32 H 2.426 -3.995 2.518
33 H 3.571 -0.414 2.891
34 H 5.711 0.365 2.018
35 H 7.211 -1.179 0.799
36 H 6.529 -3.530 0.444
37 H 4.372 -4.335 1.353
38 H -0.171 -0.758 5.902
39 H -2.444 0.247 6.124
40 H -3.972 0.230 4.155
41 H -4.360 -2.060 -0.707
42 H -6.121 -1.244 0.687
43 H -5.638 0.437 0.328
44 H -2.897 1.374 -0.376
45 H -2.593 2.873 -2.282
46 H -3.434 2.242 -4.522
47 H -4.552 0.054 -4.842
48 H -4.848 -1.471 -2.927
49 N 4.359 1.705 0.034
50 C 3.260 0.875 -0.025
51 S 3.323 -0.403 -1.166
52 N 2.263 1.049 0.818
53 N 2.591 1.832 1.912
54 C 1.807 2.734 2.363
55 C 0.580 3.444 1.932
56 C 0.643 4.823 2.188
57 C -0.380 5.700 1.888
58 C -1.550 5.187 1.338
59 C -1.674 3.837 1.109
60 C -0.630 2.912 1.392
61 O -0.825 1.653 1.166
62 H 4.949 1.663 -0.780
63 H 4.221 2.611 0.452
64 H 2.215 3.202 3.264
65 H 1.552 5.216 2.633
66 H -0.269 6.759 2.084
67 H -2.375 5.850 1.094
68 H -2.584 3.422 0.692
69 N 0.602 -2.375 -1.993
70 C -0.259 -2.388 -3.102
71 C -0.968 -3.568 -3.352
72 C -1.841 -3.685 -4.421
73 C -2.017 -2.609 -5.278
74 C -1.322 -1.435 -5.026
75 C -0.450 -1.284 -3.948
76 C 0.188 0.038 -3.705
77 C 0.854 0.669 -4.760
78 C 1.362 1.950 -4.597
79 C 1.174 2.596 -3.381
80 C 0.515 1.934 -2.352
81 C 0.003 0.631 -2.441
82 H 0.921 -3.307 -1.771
83 H 1.381 -1.716 -1.989
84 H -0.817 -4.414 -2.687
85 H -2.371 -4.617 -4.581
86 H -2.693 -2.673 -6.122
87 H -1.468 -0.574 -5.669
88 H 0.988 0.153 -5.708
89 H 1.897 2.433 -5.408
90 H 1.552 3.604 -3.237
91 H 0.381 2.492 -1.420



# 3
Formula: C43H36N3O3PPt
Source: the OMol25 dataset
Level of theory: ωB97M-V with the def2-TZVPD basis set

Lowest unoccupied orbital energy (eV): -0.08
Total charge: 0
HOMO-LUMO gap (eV): 6.967

CARTESIAN COORDINATES (ANGSTROEM)
1 Pt -2.414 -1.278 -0.358
2 N -3.219 -3.258 -0.736
3 C -2.606 -4.182 -1.667
4 C -3.172 -5.400 -1.910
5 C -2.563 -6.321 -2.789
6 C -1.386 -6.008 -3.402
7 C -0.780 -4.750 -3.180
8 C 0.441 -4.369 -3.786
9 C 0.956 -3.136 -3.532
10 C 0.243 -2.259 -2.682
11 N -0.886 -2.577 -2.106
12 C -1.399 -3.815 -2.323
13 H -3.217 -3.666 0.196
14 H -4.188 -3.050 -0.990
15 H -4.097 -5.665 -1.412
16 H -3.033 -7.279 -2.962
17 H -0.901 -6.715 -4.064
18 H 0.949 -5.068 -4.439
19 H 1.892 -2.812 -3.966
20 H 0.633 -1.273 -2.460
21 O -5.166 -1.298 -0.967
22 C -4.245 -0.598 -0.566
23 C -4.567 0.784 -0.047
24 C -5.878 1.243 0.018
25 C -6.136 2.491 0.560
26 C -5.091 3.274 1.043
27 C -3.785 2.819 0.970
28 C -3.524 1.573 0.409
29 P -1.888 0.810 0.180
30 C -1.035 1.157 1.739
31 C 0.168 1.849 1.821
32 C 0.758 2.075 3.057
33 C 0.158 1.591 4.211
34 C -1.034 0.883 4.132
35 C -1.631 0.669 2.900
36 C -1.132 1.830 -1.118
37 C -0.874 1.243 -2.351
38 C -0.350 1.997 -3.390
39 C -0.080 3.345 -3.203
40 C -0.344 3.941 -1.977
41 C -0.871 3.187 -0.939
42 H -6.673 0.607 -0.348
43 H -7.153 2.854 0.623
44 H -5.301 4.241 1.483
45 H -2.977 3.423 1.366
46 H 0.661 2.198 0.923
47 H 1.697 2.611 3.109
48 H 0.626 1.758 5.173
49 H -1.497 0.493 5.030
50 H -2.558 0.109 2.835
51 H -1.098 0.193 -2.487
52 H -0.153 1.531 -4.348
53 H 0.330 3.934 -4.013
54 H -0.139 4.993 -1.828
55 H -1.070 3.662 0.014
56 C 4.194 4.432 -0.609
57 C 4.139 3.343 0.431
58 C 4.605 3.604 1.717
59 C 4.546 2.623 2.693
60 C 4.015 1.377 2.406
61 C 3.557 1.093 1.118
62 N 2.927 -0.102 0.759
63 C 2.788 -1.265 1.504
64 C 3.838 -1.795 2.264
65 C 3.681 -2.975 2.966
66 C 2.477 -3.669 2.927
67 C 1.448 -3.171 2.150
68 C 1.579 -1.986 1.429
69 C 0.416 -1.524 0.593
70 O -0.681 -2.138 0.746
71 O 0.562 -0.554 -0.189
72 C 3.630 2.081 0.119
73 C 3.133 1.757 -1.266
74 H 4.470 5.382 -0.152
75 H 3.233 4.564 -1.108
76 H 4.933 4.209 -1.383
77 H 5.005 4.582 1.952
78 H 4.893 2.835 3.696
79 H 3.910 0.646 3.193
80 H 2.144 -0.003 0.115
81 H 4.794 -1.293 2.266
82 H 4.514 -3.362 3.540
83 H 2.352 -4.589 3.481
84 H 0.501 -3.689 2.084
85 H 3.396 0.733 -1.538
86 H 3.558 2.424 -2.012
87 H 2.042 1.833 -1.339



Asked for E_tot across the records above, the calculation gives -7890.219018; -2693.028544; -2510.996924 a.u. in order.